Entry 1:
Density functional theory data (the ωB97M-V functional and the def2-TZVPD basis) for a cluster of 9 separate species, C40H79BNO34S8 in total at a distorted geometry.

```
! RIJCOSX wB97M-V def2-TZVPD def2/J DEFGRID3
* xyz -1 1
N 4.4876 0.7914 0.6209
C -3.7815 4.8603 0.9059
H 10.3038 2.9311 5.5177
H -0.1350 2.9987 -0.6405
H 0.2508 4.1613 0.6533
H -9.3212 -7.5887 -8.3399
C 4.4429 1.9177 -1.6537
O 5.7757 -0.0425 -1.1390
H 9.7068 0.6092 5.9374
O -1.0659 8.1276 0.5994
H 1.3372 2.6146 -2.3241
C -4.1586 -5.8461 -4.6430
C -6.3419 -6.7357 -0.7505
O -6.0203 -9.6357 -2.6077
C 5.2235 -5.9205 2.4038
H -1.6391 5.6539 -0.5287
C -7.4638 -7.7059 -0.4394
O 8.3466 3.1627 2.9859
H 1.2709 2.8981 -4.0921
H -5.1023 2.6689 6.6603
H -0.9472 -2.9615 0.3137
C -0.5847 1.0016 -2.3987
H -5.6092 0.3124 6.9961
C 2.1078 -1.5344 -1.2498
O -5.5870 -7.3662 -1.7887
B 3.0808 0.1063 0.6674
H -0.2107 5.0820 -3.3101
O -0.2830 10.0094 -0.7067
S -0.9648 8.5672 -0.9448
H -2.7020 1.3767 -2.0496
H -7.9386 -7.7685 -9.4454
H 1.4030 -0.3612 2.2192
O 10.6978 2.6066 3.5341
H 0.0226 -0.4350 -0.0026
O -2.4241 -3.2434 -3.8120
H -0.1759 0.2748 -3.1237
C -2.3314 4.2266 0.9790
H 2.5037 0.3037 4.2518
H 3.3911 2.1494 -1.4162
O -5.0893 -7.7852 -7.9977
H 2.2971 0.7698 -0.0052
C -5.2466 0.6066 6.0137
H -3.8910 5.4915 1.8072
H 1.5493 5.0810 -3.3088
O 6.1592 5.3879 4.0431
C -1.2397 -2.2280 -0.4612
C 3.0757 -1.4206 -0.0138
S -6.1746 -8.1617 -7.1610
H -0.6731 -3.4463 -2.1270
O 6.2385 3.0916 3.1830
H -8.3113 -7.2228 0.0406
H -1.1384 -0.9194 1.2544
H 11.8318 2.0771 5.1884
C -0.2822 -2.5130 -1.6686
O -2.2770 8.7567 -1.4429
C -4.8601 3.7547 0.8519
H -2.2975 -2.4136 -0.7233
H -2.5639 -7.1580 -5.2817
C 6.3049 5.7171 5.4201
H 2.8218 3.0162 2.1951
H 2.4120 2.8044 0.4278
O -7.8433 -8.2440 -1.7109
C -8.1510 -9.3996 -8.0371
H 2.7492 -1.6691 -2.1490
S -2.1836 -4.6386 -3.7594
H -6.7292 -5.7899 -1.1358
H 1.6313 -3.5905 -1.8284
H 4.0973 -1.7818 -0.2429
H -8.7423 -9.6338 -7.1487
C 10.7905 2.1789 4.8895
H -5.8952 4.1335 0.8312
H -1.7759 4.5796 1.8621
O -1.1704 -5.2209 -2.9608
H 5.5752 -6.6275 1.6478
O 3.1650 -5.3030 1.4863
C 4.9842 0.7856 -0.7419
H 6.0656 -5.5843 3.0037
C 0.7814 4.9357 -1.3125
H 0.1347 1.0726 -1.5614
H 1.8185 4.8220 -0.9399
S -6.5414 -8.3183 -2.6629
H -8.4286 -10.0741 -8.8440
C 0.6655 4.6115 -2.8248
H -5.7104 -6.5415 0.1132
O -6.0568 -8.2287 -5.7576
H -3.8153 5.5074 0.0096
O -3.5731 -5.3819 -3.4240
H 4.4866 1.6341 -2.7191
H 10.6559 0.0459 4.5402
H -7.1129 -8.5300 0.1868
C 3.1955 3.0268 1.1626
C 4.4667 -4.7722 1.7733
O 5.5429 2.7057 1.2316
H 3.5087 4.0745 0.9832
H 5.0385 2.8377 -1.5119
C -0.2392 8.9831 1.3918
C -0.9983 -0.8166 0.1582
C -0.1234 4.0718 -0.3868
C -1.9758 0.5639 -1.8484
C -0.2879 10.3237 0.6878
S 9.2812 2.1050 2.9084
H 0.4746 5.9899 -1.1431
H 5.4300 6.2968 5.7285
O -6.3398 0.7611 5.1032
C -1.9999 0.2757 -0.3251
C -8.2974 -7.9436 -8.4281
S 5.3928 3.9658 3.8928
C -0.6430 2.3633 -3.1746
C 6.3610 4.3863 6.1468
H -2.2001 4.0906 -1.1605
H -1.2139 10.8578 0.9145
C -4.5593 1.9565 6.0338
H 0.5630 10.9533 0.9381
H 0.7730 8.5711 1.3927
H -4.7132 3.1131 1.7405
C 10.0428 0.8611 4.9333
O 9.5519 1.4043 1.7098
H -2.3317 -0.3397 -2.3773
H -4.7515 -5.0284 -5.0628
C 0.7559 3.0892 -3.1332
H -4.7262 3.0886 -0.0202
H -3.5270 1.8938 6.3691
C -1.6036 4.5601 -0.3562
O 4.2570 -6.5898 3.2208
H 4.9415 -4.4133 0.8634
C 3.0848 0.2143 3.3172
S 2.8057 -6.4641 2.5312
H -4.8054 -6.6984 -4.4534
O 4.0440 4.2251 3.5421
H 7.3507 3.9280 6.0567
H 6.0976 4.4761 7.1991
H -1.4554 3.0071 -2.8029
H -4.5844 -0.1695 5.6237
H -1.7878 1.2181 0.2145
O -0.0170 7.7310 -1.5880
O 1.8987 -5.9581 3.4957
O -5.6353 1.2194 2.7915
H 2.6726 -2.1311 0.7438
H -0.8262 2.1522 -4.2468
H 1.5321 -0.6164 -1.4241
H 7.2047 6.3107 5.5726
O -4.6222 2.4164 4.6821
H -0.3531 -1.7447 -2.4555
C -2.9939 -6.1880 -5.5424
H -2.4924 3.1348 0.9970
H -0.6089 9.0345 2.4129
O 2.5501 -7.6565 1.8037
O -6.9533 2.8993 4.0625
H 1.1059 -3.2113 -0.1775
C 1.1767 -2.7985 -1.2017
H 4.3510 -3.9406 2.4712
O 8.9250 1.0358 4.0667
S -5.9739 1.8758 3.9974
O -6.7686 -9.5564 -7.7081
C 2.4543 -0.0145 2.1557
H -3.0062 -0.0598 0.0031
C 4.4668 2.1748 1.0230
H 4.1777 0.2880 3.4027
O 5.4255 3.5563 5.4675
O -2.0167 -5.1742 -5.2730
O -7.4404 -7.2372 -7.5277
O -6.8425 -7.6610 -3.8761
H -3.2670 -6.1869 -6.5950
*
```

Values from the calculation:
Gap between HOMO and LUMO, Ha: 0.214
Highest occupied orbital energy, Ha: -0.1636


Entry 2:
Density functional theory data (the ωB97M-V functional and the def2-TZVPD basis) for a structure of composition C40H79GeIrNPSi4 at a distorted geometry.

```
! RIJCOSX wB97M-V def2-TZVPD def2/J DEFGRID3
* xyz 1 2
H 3.8904 3.0369 -0.9487
H 2.6664 1.6631 -4.3864
H -3.5534 1.9928 -2.8949
H -4.5259 -3.0177 -2.8163
H 1.2375 -3.5988 2.6029
H -1.9593 1.5142 3.0889
H 4.4439 3.0116 0.7116
C 4.3645 -1.1725 -1.4001
H 4.1142 -1.4575 -2.4323
H 0.9463 -4.5183 -0.8522
H 0.3620 -3.0066 -0.1303
C -1.2933 0.8594 2.5350
H -2.0878 -3.1377 -3.4792
H -5.0063 -3.1153 -1.1150
H 6.1820 -2.2968 -1.4506
H -1.5085 0.9516 1.4652
C 0.9059 4.5102 -3.4939
Ge 0.1916 2.0543 -0.6580
H 2.1623 -2.0524 -3.3602
C -5.0080 -0.1151 -2.1817
H 5.5774 -2.1010 0.1847
C 1.6841 -1.1788 2.0322
H -3.5015 -2.9878 6.0669
C -3.1910 -0.5385 -3.8270
H -4.5222 -3.2681 4.6637
H -2.1210 -0.6250 -3.9967
C 5.2782 -2.2734 -0.8437
H -4.4316 -4.5427 -1.9569
H -0.0679 4.9712 -3.6133
C 1.9519 -1.1554 3.4299
H 1.1205 -1.2914 4.1047
H -0.1234 5.0321 2.1241
H -0.8999 -3.6083 -2.2652
C 5.1540 0.1302 -1.5059
H -3.5843 0.1967 -4.5286
C 4.0295 -0.7178 1.7038
H -1.3575 2.3016 -4.4122
H 2.7877 5.7023 1.0755
H -4.6311 -1.4360 0.3558
H 2.5365 0.8989 -2.8107
H -1.9434 -4.1591 4.2148
Si 0.7604 2.6530 -3.0667
H 4.8359 -3.2638 -0.8886
H -3.2244 -1.4976 1.3874
H -2.1580 6.1084 -0.6899
H -3.5130 2.3152 1.0234
C 2.1393 -2.7877 -1.3188
H -5.2707 0.3022 -1.2137
H 4.8493 -0.4958 1.0457
H -0.4818 0.7904 -4.2260
H 1.4355 4.6280 -4.4351
C -3.4382 3.3334 0.6556
C -2.5617 -3.9816 -0.1733
C -4.2932 -3.4661 -1.8562
H 0.2443 -4.6743 3.5730
H 0.0628 1.9881 -5.3784
Ir -0.2232 -0.4372 -0.3834
H 6.0095 -0.0319 -2.1609
C 1.4789 -2.5498 -2.6739
C 4.2626 -0.6382 3.0667
C -1.9388 -3.6909 -2.5573
H 2.3891 5.5108 -0.6132
H 3.3558 -0.8879 5.0000
H -1.7875 5.5415 2.2645
H 1.1865 -3.4970 -3.1240
H -1.2982 3.9834 2.8898
H -3.3227 -3.8058 0.5815
H 3.6170 1.6096 0.0487
Si -2.5446 -1.2523 -1.0574
H -2.1516 -4.7411 -2.7584
H 5.5365 0.4708 -0.5477
H 5.5336 0.6366 4.1987
C 2.4757 1.8502 -3.3341
C 3.6443 2.6929 0.0495
H -2.5547 -5.0479 -0.3996
C -0.3687 1.8577 -4.3893
H -0.0767 -4.5185 1.8549
H 1.7977 -3.8216 0.5239
C -3.0253 1.3306 -2.2099
C 5.6058 -0.2755 3.6091
C 1.8947 2.9032 2.4964
H -5.4821 0.4999 -2.9468
H -0.5723 5.5618 -1.2034
Si 1.9656 3.3778 0.6425
C 2.0571 5.2766 0.3933
H 0.9695 3.1865 2.9825
H 3.2700 2.4957 -2.9755
H 1.4534 5.0646 -2.7402
C -0.5964 -1.5572 2.5188
H -3.2283 1.6541 -1.1976
C -1.4835 -0.5600 2.9652
H -3.9106 3.9756 1.3950
H 2.7055 3.3808 3.0395
H -4.4673 -1.6621 5.4001
H -0.2686 1.1811 2.7037
H 5.9790 -1.0586 4.2684
C -3.4922 -0.1090 -2.3950
C -3.8734 -2.5372 5.1470
N 0.4097 -1.2208 1.6033
H -3.7896 0.0392 0.7715
Si -1.6263 3.9137 0.3862
C 0.2262 -3.9700 2.7456
H 4.5570 0.9214 -1.9407
H 0.5902 -1.9162 -2.5499
C -2.5279 -0.8788 3.8140
C -0.7382 -2.8617 3.0371
C -1.1463 4.6840 2.0756
C -3.6481 -1.0064 0.5196
C -2.7334 -2.1791 4.2503
H 1.1206 5.7962 0.5552
H -4.0225 3.4074 -0.2548
H -2.0145 4.8549 -1.9107
C -1.8195 -3.1473 3.8537
C 2.7997 -1.0664 1.1526
C -1.5837 5.2367 -0.9911
H -1.9583 1.4198 -2.3944
H 6.3295 -0.1228 2.8127
P 2.5921 -1.0677 -0.6634
H -5.4321 -1.1092 -2.2530
C -2.8491 -3.1799 -1.4435
C 3.1979 -0.9041 3.9317
C 1.2545 -3.5834 -0.3858
H -3.1947 -0.0923 4.1387
H 2.0206 1.8299 2.6098
H 3.0574 -3.3553 -1.4773
H -1.6000 -3.7155 0.2538
H -3.6532 -1.4926 -4.0551
*
```

Values from the calculation:
Gap between HOMO and LUMO (spin up / spin down), Ha: 0.168 / 0.171
Highest occupied orbital energy (spin up / spin down), Ha: -0.3559 / -0.3554
⟨S²⟩: 0.7702
ΔE to the lowest compared entry with this formula, charge and spin, kcal/mol: 83.0